{
  "formula": "C5H7NOS",
  "method": "the ωB97M-V functional and the def2-TZVPD basis",
  "symbols": ["C", "N", "C", "O", "C", "C", "C", "S", "H", "H", "H", "H", "H", "H", "H"],
  "positions_angstrom": [[0.853, 0.697, -1.355], [0.641, 0.163, -0.119], [1.364, -0.856, 0.289], [2.078, -1.530, -0.473], [-0.432, 0.770, 0.730], [-1.325, -0.368, 1.223], [-1.928, -1.062, 0.251], [-2.736, -1.347, -1.016], [1.109, -0.089, -1.979], [-0.058, 1.210, -1.547], [1.692, 1.542, -1.270], [1.256, -1.252, 1.269], [-1.074, 1.468, 0.147], [-0.012, 1.304, 1.571], [-1.425, -0.649, 2.279]],
  "nbo_charge": [-0.391, -0.428, 0.509, -0.635, -0.215, -0.427, -0.058, 0.215, 0.239, 0.191, 0.175, 0.134, 0.219, 0.215, 0.257],
  "homo_energy_ev": -8.6,
  "e_tot_ha": -722.813352,
  "e_above_lowest_kcal_mol": 65.7,
  "smiles": "CN(C=O)CC=C=S"
}

***

{
  "formula": "C35H49AsIN8O2Zr",
  "method": "the ωB97M-V functional and the def2-TZVPD basis",
  "symbols": ["Zr", "C", "C", "N", "C", "C", "C", "O", "C", "C", "N", "C", "C", "C", "C", "C", "C", "I", "C", "O", "H", "H", "H", "H", "H", "H", "H", "H", "H", "H", "H", "H", "C", "N", "C", "C", "N", "C", "C", "N", "C", "C", "N", "C", "N", "C", "C", "C", "N", "C", "H", "H", "H", "H", "H", "H", "H", "H", "H", "H", "H", "H", "H", "H", "H", "H", "H", "H", "H", "H", "H", "H", "H", "H", "C", "As", "C", "C", "C", "C", "C", "C", "C", "C", "H", "H", "H", "H", "H", "H", "H", "H", "H", "H", "H", "H", "H"],
  "positions_angstrom": [[0.262, -0.554, -1.126], [2.066, 0.471, -5.163], [0.657, 0.965, -5.041], [0.191, 1.797, -5.951], [-1.073, 2.233, -5.881], [-1.958, 1.870, -4.884], [-3.373, 2.410, -4.881], [-4.340, 1.380, -4.741], [-1.470, 1.010, -3.880], [-2.344, 0.526, -2.824], [-1.971, -0.051, -1.728], [-3.054, -0.587, -0.949], [-4.052, 0.212, -0.408], [-5.119, -0.376, 0.262], [-5.197, -1.755, 0.390], [-4.199, -2.568, -0.143], [-3.144, -1.963, -0.796], [-1.621, -3.111, -1.696], [-0.157, 0.561, -3.972], [0.344, -0.286, -3.038], [2.448, 0.721, -6.149], [2.119, -0.610, -5.023], [2.709, 0.947, -4.418], [-1.383, 2.899, -6.677], [-3.533, 2.993, -5.788], [-3.511, 3.093, -4.039], [-4.671, 1.120, -5.607], [-3.412, 0.632, -3.008], [-4.009, 1.287, -0.536], [-5.903, 0.249, 0.667], [-6.037, -2.210, 0.896], [-4.261, -3.645, -0.060], [-0.709, 2.718, -0.958], [0.495, 3.129, -0.285], [0.798, 4.564, -0.225], [2.211, 4.546, 0.323], [2.688, 3.199, -0.048], [4.076, 2.902, 0.310], [1.644, 2.416, -0.369], [1.639, 1.124, -0.746], [2.975, 0.528, -0.995], [2.853, -0.918, -1.451], [2.006, -1.706, -0.504], [2.634, -2.518, 0.378], [1.948, -3.354, 1.189], [0.578, -3.747, 1.001], [2.846, -4.320, 1.824], [4.196, -3.645, 1.669], [3.951, -2.647, 0.613], [5.124, -1.865, 0.230], [-1.478, 3.468, -0.780], [-1.081, 1.787, -0.532], [-0.561, 2.619, -2.038], [0.094, 5.084, 0.419], [0.753, 4.995, -1.230], [2.229, 4.646, 1.411], [2.853, 5.307, -0.112], [4.521, 3.843, 0.621], [4.650, 2.534, -0.534], [4.151, 2.218, 1.155], [3.555, 0.542, -0.074], [3.510, 1.084, -1.767], [3.837, -1.353, -1.574], [2.424, -0.974, -2.456], [0.456, -4.406, 0.139], [-0.063, -2.877, 0.884], [0.252, -4.282, 1.892], [2.799, -5.276, 1.296], [2.567, -4.479, 2.864], [4.984, -4.328, 1.362], [4.511, -3.129, 2.579], [5.870, -2.011, 1.008], [4.921, -0.801, 0.179], [5.552, -2.213, -0.711], [0.793, -0.334, 2.818], [-0.738, -0.203, 1.636], [-1.455, 1.519, 2.155], [-2.075, -1.401, 2.449], [-2.136, -1.270, 3.941], [-3.028, -0.379, 4.535], [-3.088, -0.258, 5.916], [-2.259, -1.029, 6.717], [-1.376, -1.929, 6.136], [-1.317, -2.047, 4.756], [0.474, -0.155, 3.844], [1.531, 0.414, 2.527], [1.240, -1.325, 2.746], [-1.626, 1.493, 3.230], [-2.401, 1.702, 1.645], [-0.747, 2.307, 1.911], [-1.843, -2.421, 2.145], [-3.019, -1.115, 1.985], [-3.701, 0.202, 3.915], [-3.794, 0.426, 6.367], [-2.313, -0.942, 7.794], [-0.747, -2.549, 6.760], [-0.640, -2.768, 4.307]],
  "nbo_charge": [2.081, -0.650, 0.198, -0.337, 0.045, -0.011, -0.100, -0.731, -0.180, 0.236, -0.639, 0.140, -0.260, -0.164, -0.174, -0.225, -0.179, 0.392, 0.295, -0.851, 0.272, 0.226, 0.214, 0.225, 0.215, 0.192, 0.502, 0.256, 0.236, 0.253, 0.258, 0.257, -0.403, -0.396, -0.222, -0.216, -0.379, -0.416, 0.689, -0.794, -0.229, -0.297, -0.804, 0.693, -0.387, -0.404, -0.222, -0.216, -0.377, -0.418, 0.251, 0.203, 0.218, 0.239, 0.213, 0.217, 0.243, 0.249, 0.224, 0.209, 0.204, 0.229, 0.267, 0.252, 0.216, 0.202, 0.243, 0.219, 0.236, 0.242, 0.218, 0.247, 0.202, 0.230, -0.933, 0.841, -0.932, -0.684, -0.106, -0.165, -0.205, -0.180, -0.190, -0.215, 0.270, 0.235, 0.239, 0.269, 0.242, 0.242, 0.236, 0.254, 0.201, 0.237, 0.242, 0.234, 0.198],
  "homo_energy_ev": -15.4,
  "e_tot_ha": -4531.397218,
  "e_above_lowest_kcal_mol": 0.0,
  "charge": 3
}

***

{
  "formula": "C5H18N6O5Tl",
  "method": "the ωB97M-V functional and the def2-TZVPD basis",
  "symbols": ["Tl", "C", "C", "O", "O", "H", "H", "H", "H", "H", "H", "C", "O", "N", "N", "H", "H", "H", "H", "C", "O", "N", "N", "H", "H", "H", "H", "C", "O", "N", "N", "H", "H", "H", "H"],
  "positions_angstrom": [[1.979, 0.988, 14.928], [-1.651, 0.667, 14.177], [-1.169, -0.778, 13.890], [0.192, -0.724, 13.492], [-0.936, 1.127, 15.324], [-2.720, 0.755, 14.357], [-1.357, 1.282, 13.320], [-1.791, -1.273, 13.145], [-1.233, -1.390, 14.794], [0.288, -1.222, 12.664], [-1.565, 1.675, 15.822], [4.252, 3.946, 16.748], [3.632, 2.999, 16.201], [3.956, 4.385, 17.995], [5.298, 4.564, 16.128], [4.459, 5.143, 18.425], [3.108, 4.063, 18.423], [5.630, 5.322, 16.705], [5.544, 4.593, 15.151], [0.677, 4.792, 15.852], [0.882, 3.534, 15.883], [0.630, 5.517, 16.969], [0.498, 5.410, 14.661], [0.439, 6.497, 16.815], [0.649, 5.065, 17.864], [0.492, 4.840, 13.831], [0.121, 6.346, 14.629], [3.331, 0.657, 18.672], [2.467, 0.828, 17.792], [4.642, 0.439, 18.311], [3.099, 0.708, 19.997], [5.217, -0.082, 18.962], [4.880, 0.464, 17.333], [3.892, 0.772, 20.615], [2.175, 1.037, 20.240]],
  "nbo_charge": [1.079, -0.095, -0.097, -0.703, -0.647, 0.233, 0.224, 0.240, 0.229, 0.527, 0.516, 0.755, -0.519, -0.756, -0.714, 0.431, 0.419, 0.409, 0.454, 0.748, -0.507, -0.744, -0.728, 0.433, 0.436, 0.434, 0.433, 0.761, -0.517, -0.711, -0.757, 0.435, 0.425, 0.438, 0.435],
  "homo_energy_ev": -19.2,
  "e_tot_ha": -1077.408337,
  "e_above_lowest_kcal_mol": 15.9,
  "charge": 3
}

***

{
  "formula": "C21H34ClN9O6Rb",
  "method": "the ωB97M-V functional and the def2-TZVPD basis",
  "symbols": ["Rb", "C", "C", "N", "C", "C", "N", "C", "C", "C", "N", "C", "C", "N", "C", "H", "H", "H", "H", "H", "H", "H", "H", "H", "H", "H", "H", "H", "H", "H", "H", "H", "H", "H", "H", "H", "H", "H", "H", "N", "N", "C", "O", "O", "H", "H", "H", "N", "C", "C", "C", "C", "C", "C", "C", "N", "C", "C", "N", "C", "H", "H", "H", "H", "H", "H", "H", "O", "Cl", "O", "O", "O"],
  "positions_angstrom": [[0.401, -0.839, 0.526], [1.565, 0.473, -3.967], [0.785, -0.774, -3.566], [-0.605, -0.505, -3.238], [-1.417, -1.705, -3.209], [-2.806, -1.383, -2.690], [-2.805, -1.153, -1.258], [-3.993, -0.484, -0.765], [-3.943, 1.036, -0.896], [-2.829, 1.664, -0.074], [-1.544, 1.631, -0.749], [-1.160, 2.858, -1.429], [-0.042, 2.583, -2.431], [0.948, 1.667, -1.889], [2.025, 1.338, -2.798], [0.951, 1.052, -4.664], [2.453, 0.171, -4.531], [1.316, -1.309, -2.759], [0.782, -1.470, -4.412], [-0.699, -0.002, -2.359], [-0.972, -2.506, -2.596], [-1.496, -2.100, -4.230], [-3.515, -2.178, -2.980], [-3.140, -0.467, -3.185], [-2.593, -2.007, -0.757], [-4.093, -0.721, 0.301], [-4.916, -0.859, -1.248], [-4.912, 1.427, -0.564], [-3.849, 1.335, -1.945], [-2.727, 1.101, 0.860], [-3.106, 2.690, 0.222], [-0.808, 1.466, -0.076], [-0.845, 3.630, -0.707], [-2.023, 3.261, -1.969], [0.410, 3.540, -2.752], [-0.479, 2.123, -3.317], [1.270, 1.963, -0.972], [2.771, 0.779, -2.223], [2.541, 2.233, -3.195], [0.360, 3.269, 3.443], [0.905, 1.969, 3.363], [1.294, 1.464, 2.109], [2.005, 0.434, 2.131], [0.824, 2.038, 1.087], [-0.648, 3.174, 3.370], [0.633, 3.760, 2.594], [1.605, 1.788, 4.067], [-4.522, -9.537, 3.578], [-4.127, -8.460, 3.514], [-3.636, -7.102, 3.444], [-3.295, -6.549, 2.215], [-2.822, -5.249, 2.144], [-2.713, -4.508, 3.313], [-3.053, -5.052, 4.547], [-3.508, -6.356, 4.612], [-2.250, -3.175, 3.252], [-1.372, -2.576, 4.136], [-1.196, -1.310, 3.681], [-1.951, -1.102, 2.542], [-2.554, -2.239, 2.316], [-3.380, -7.139, 1.312], [-2.512, -4.818, 1.200], [-2.982, -4.451, 5.442], [-3.780, -6.792, 5.564], [-0.919, -3.126, 4.941], [-0.547, -0.542, 4.071], [-3.224, -2.452, 1.500], [-1.482, -3.577, -0.359], [-0.076, -3.866, -0.081], [0.193, -3.522, 1.317], [0.207, -5.245, -0.333], [0.746, -2.999, -0.927]],
  "mulliken_charge": [0.851, -0.880, -0.387, 0.003, -0.363, -0.949, 0.837, -0.724, -0.840, -0.557, 0.925, -1.009, -0.819, 0.326, -0.960, 0.287, 0.436, 0.054, 0.548, -0.042, 0.060, 0.464, 0.437, 0.372, -0.337, 0.278, 0.288, 0.455, 0.314, 0.136, 0.381, -0.690, 0.258, 0.550, 0.436, 0.385, 0.067, 0.386, 0.348, -0.820, -0.016, 0.475, -0.851, -0.771, 0.267, 0.312, 0.260, -0.556, 0.109, 0.537, -1.208, 0.153, 0.571, -0.596, -0.819, 0.378, -0.153, -0.981, -0.370, -0.485, 0.461, 0.470, 0.532, 0.441, 0.484, 0.453, 0.602, -0.791, 1.622, -0.647, -0.740, -0.648],
  "homo_energy_ev": -5.4,
  "e_tot_ha": -2249.032103,
  "e_above_lowest_kcal_mol": 0.0,
  "charge": -1
}

***

{
  "formula": "C33H64BrINO12P2",
  "method": "the ωB97M-V functional and the def2-TZVPD basis",
  "symbols": ["C", "C", "C", "C", "C", "C", "C", "C", "C", "C", "I", "N", "C", "C", "C", "C", "O", "C", "C", "C", "O", "Br", "O", "C", "C", "O", "C", "C", "H", "H", "H", "H", "H", "H", "H", "H", "H", "H", "H", "H", "H", "H", "H", "H", "H", "H", "H", "H", "H", "H", "H", "H", "H", "H", "H", "H", "H", "H", "H", "H", "H", "H", "O", "P", "O", "C", "C", "O", "C", "C", "O", "C", "C", "H", "H", "H", "H", "H", "H", "H", "H", "H", "H", "H", "H", "H", "H", "H", "O", "P", "O", "C", "C", "O", "C", "C", "O", "C", "C", "H", "H", "H", "H", "H", "H", "H", "H", "H", "H", "H", "H", "H", "H", "H"],
  "positions_angstrom": [[4.683, 0.842, -3.300], [3.649, 1.398, -2.700], [2.257, 2.028, -2.134], [1.293, 0.891, -1.510], [1.231, 0.864, 0.102], [0.477, -0.411, 0.738], [-0.978, -0.850, 0.217], [-1.208, -1.313, -1.311], [-2.349, -0.464, -2.108], [-2.113, -0.810, -3.697], [-3.799, -0.050, -4.845], [-1.955, 0.095, 0.876], [-1.371, 0.449, 2.052], [-2.265, 1.430, 2.955], [-3.826, 1.039, 3.047], [-4.132, -0.528, 3.283], [-4.604, 1.583, 1.914], [0.130, -0.177, 2.333], [-0.037, -1.478, 3.274], [-0.642, -1.192, 4.738], [-0.347, -0.232, 5.506], [-1.970, -2.519, 5.456], [0.755, 0.957, 3.002], [2.156, 0.697, 3.316], [2.632, 1.207, 4.774], [3.819, 0.421, 5.125], [3.564, -0.429, 6.280], [4.621, -1.655, 6.434], [5.410, 0.314, -4.029], [1.702, 2.447, -3.070], [2.445, 2.927, -1.443], [1.633, -0.122, -1.955], [0.213, 1.146, -1.876], [0.851, 1.890, 0.510], [2.339, 0.801, 0.467], [1.242, -1.280, 0.813], [-1.208, -1.841, 0.795], [-0.222, -1.366, -1.932], [-1.600, -2.412, -1.294], [-3.370, -0.934, -1.789], [-2.316, 0.670, -1.904], [-1.986, -1.969, -3.754], [-1.090, -0.340, -3.969], [-2.872, 0.379, 0.489], [-1.835, 1.356, 4.039], [-2.142, 2.556, 2.671], [-4.245, 1.599, 3.982], [-4.947, -0.958, 2.566], [-4.555, -0.699, 4.357], [-3.224, -1.225, 3.183], [-5.335, 0.961, 1.688], [1.021, -1.945, 3.443], [-0.671, -2.329, 2.811], [2.779, 1.312, 2.541], [2.494, -0.395, 3.191], [3.014, 2.298, 4.640], [1.817, 1.199, 5.583], [2.515, -0.898, 6.192], [3.683, 0.231, 7.227], [4.963, -2.089, 5.424], [4.076, -2.490, 7.012], [5.546, -1.369, 7.069], [-0.788, -7.348, 0.429], [-1.856, -7.473, 1.525], [-0.810, -7.366, 2.814], [0.118, -6.297, 2.903], [-0.438, -5.164, 3.744], [-1.978, -9.124, 1.470], [-1.735, -9.814, 0.249], [-0.312, -10.337, 0.215], [-3.112, -7.575, 2.692], [-3.686, -6.398, 3.230], [-4.017, -5.352, 2.185], [0.411, -5.925, 1.918], [1.017, -6.692, 3.384], [-1.274, -4.680, 3.233], [0.326, -4.405, 3.933], [-0.807, -5.534, 4.705], [-1.950, -9.175, -0.612], [-2.434, -10.654, 0.200], [0.420, -9.565, 0.467], [-0.069, -10.738, -0.773], [-0.184, -11.136, 0.952], [-3.028, -5.995, 4.003], [-4.608, -6.696, 3.734], [-3.127, -5.040, 1.628], [-4.451, -4.466, 2.659], [-4.733, -5.747, 1.459], [1.740, 5.823, -4.748], [1.923, 7.151, -5.498], [0.679, 6.924, -6.579], [-0.623, 6.588, -6.124], [-1.484, 7.827, -5.974], [3.163, 6.639, -6.471], [4.062, 5.638, -6.006], [3.647, 4.276, -6.529], [2.164, 8.671, -6.258], [1.421, 9.804, -5.843], [1.355, 9.967, -4.339], [-0.597, 6.032, -5.184], [-1.067, 5.933, -6.880], [-1.124, 8.449, -5.150], [-2.522, 7.558, -5.764], [-1.456, 8.434, -6.883], [4.129, 5.648, -4.915], [5.058, 5.887, -6.385], [2.589, 4.069, -6.353], [4.240, 3.484, -6.062], [3.796, 4.225, -7.612], [0.423, 9.764, -6.285], [1.913, 10.680, -6.271], [0.895, 9.098, -3.857], [0.766, 10.852, -4.079], [2.358, 10.078, -3.919]],
  "mulliken_charge": [-0.216, -0.439, -0.430, -0.226, -0.671, 0.474, 0.087, -1.000, -0.601, -1.000, 0.048, 0.314, -1.360, -0.600, -0.051, -0.467, -0.560, 0.741, 0.384, 0.225, -0.476, -0.132, -0.396, -0.199, -0.639, -0.390, 0.134, -1.058, 0.355, 0.272, 0.354, 0.349, -0.025, 0.278, 0.271, 0.444, -0.234, 0.321, 0.451, 0.438, 0.387, 0.405, 0.386, 0.618, 0.291, 0.338, 0.373, 0.309, 0.293, -0.223, 0.372, 0.541, -0.215, 0.222, 0.301, 0.297, 0.330, 0.000, 0.271, 0.276, 0.316, 0.286, -0.721, 1.035, -0.384, -0.625, -0.556, -0.377, -0.305, -1.052, -0.318, -0.034, -1.002, 0.310, 0.362, -0.061, 0.453, 0.355, 0.319, 0.361, 0.270, 0.354, 0.295, 0.111, 0.378, 0.209, 0.325, 0.359, -0.693, 0.992, -0.356, -0.169, -1.110, -0.346, -0.328, -0.985, -0.338, -0.040, -1.190, 0.235, 0.348, 0.228, 0.415, 0.257, 0.292, 0.368, 0.240, 0.329, 0.297, 0.142, 0.344, 0.350, 0.367, 0.347],
  "homo_energy_ev": -11.3,
  "e_tot_ha": -5807.205024,
  "charge": 1
}

***

{
  "formula": "C5H11N5S",
  "method": "the ωB97M-V functional and the def2-TZVPD basis",
  "symbols": ["C", "C", "C", "C", "C", "N", "N", "N", "N", "N", "S", "H", "H", "H", "H", "H", "H", "H", "H", "H", "H", "H"],
  "positions_angstrom": [[-0.743, -1.898, 3.738], [0.801, -1.022, -0.458], [0.954, 1.044, -1.696], [-1.741, -0.198, 0.453], [-0.673, 0.699, -0.076], [-0.639, -2.921, 2.912], [-0.993, -2.510, 1.747], [-1.083, -0.756, 3.115], [-1.277, -1.202, 1.813], [0.036, -0.003, -1.174], [-1.255, 0.841, 3.563], [-0.639, -1.880, 4.801], [0.107, -1.904, -0.482], [1.914, -1.179, -0.854], [1.009, -0.830, 0.584], [0.207, 1.661, -2.195], [1.511, 1.565, -0.996], [1.510, 0.518, -2.422], [-1.995, -0.817, -0.359], [-2.589, 0.138, 0.939], [-1.115, 1.528, -0.441], [-0.115, 1.092, 0.819]],
  "nbo_charge": [0.140, -0.454, -0.418, -0.111, -0.296, -0.246, -0.026, -0.260, -0.023, -0.411, -0.215, 0.228, 0.220, 0.209, 0.179, 0.197, 0.181, 0.204, 0.230, 0.232, 0.221, 0.218],
  "homo_energy_ev": [-8.1, -8.1],
  "e_tot_ha": -868.909058,
  "e_above_lowest_kcal_mol": 30.2
}